## i
# C4H10NO3

A gas-phase ion, C4H10NO3 (charge +1) (ωB97M-V/def2-TZVPD, OMol25).

Last column: Mulliken charge in e.
CARTESIAN COORDINATES (ANGSTROEM)
O -2.432 0.078 0.621  -0.3836
O 0.559 -1.915 0.029  -0.5507
O -1.158 -1.329 1.864  -0.4338
N 1.093 1.018 -0.426  -0.1057
C 0.975 1.346 1.014  -0.7520
C -0.062 0.312 -1.080  -1.1221
C -1.341 -0.660 0.807  -0.0325
C -0.459 -1.010 -0.393  0.6069
H -0.082 1.785 1.151  0.3008
H 0.977 -2.098 -0.832  0.3409
H -0.946 0.921 -1.038  0.4645
H 1.966 0.415 -0.524  0.3698
H -3.227 -0.320 0.989  0.3688
H 0.189 0.418 -2.081  0.5069
H 1.295 0.639 1.854  0.2360
H -1.166 -1.715 -1.071  0.4042
H -0.245 -1.455 2.129  0.4142
H 1.326 1.890 -0.910  0.3674

Summary:
Total charge ... +1



## ii
# C4H10NO3

A gas-phase ion, C4H10NO3 (charge +1) (ωB97M-V/def2-TZVPD, OMol25).

Last column: Mulliken charge in e.
CARTESIAN COORDINATES (ANGSTROEM)
O -0.663 1.684 0.942  -0.4899
O -1.105 0.802 -1.529  -0.5968
O 0.748 -1.591 0.241  -0.5354
N -1.573 -1.089 0.149  -0.2685
C 0.278 1.191 0.415  0.5558
C -0.224 -1.155 -0.599  -0.3367
C 1.639 1.241 1.054  -1.2271
C 0.051 0.395 -0.919  0.0353
H 1.747 0.681 1.955  0.3340
H 0.947 0.414 -1.475  0.4493
H 1.621 2.292 1.397  0.3536
H 0.861 -2.641 0.426  0.3633
H -0.117 -1.685 -1.506  0.4897
H -1.214 -0.901 1.120  0.3740
H -2.201 -1.898 -0.011  0.3500
H 2.400 0.799 0.505  0.3963
H -1.947 -0.277 -0.439  0.3809
H -1.249 1.737 -1.727  0.3722

Summary:
Total charge ... +1
SMILES ... CC(=O)[C@H](O)[C@H]([NH3+])O



## iii
# C4H10NO3

2 unconnected molecules or ions with the total composition C4H10NO3 (ωB97M-V/def2-TZVPD, OMol25).

Last column: Mulliken charge in e.
CARTESIAN COORDINATES (ANGSTROEM)
O -2.605 0.596 -0.405  -0.6696
O -1.109 -1.223 1.835  -0.4223
O 1.372 2.158 0.405  -0.4686
N 1.146 0.567 -1.538  -0.4550
C 0.294 0.222 -0.288  0.3705
C 0.371 1.473 0.523  -0.0797
C 0.833 -1.045 0.460  -0.6751
C -0.073 -1.746 1.495  -0.0519
H 1.211 -0.348 -2.213  0.4065
H 0.835 1.409 -2.113  0.3797
H -0.873 -0.053 -0.606  0.2632
H -3.151 0.325 0.370  0.3374
H 0.436 -2.580 2.087  0.3384
H -0.419 1.728 1.297  0.3703
H 1.332 -1.935 -0.210  0.3147
H 2.120 0.902 -1.187  0.4005
H -3.315 0.359 -1.100  0.3224
H 1.594 -0.808 1.188  0.3184

Summary:
Total charge ... +1



## iv
# C4H10NO3

2 unconnected molecules or ions with the total composition C4H10NO3 (ωB97M-V/def2-TZVPD, OMol25).

Last column: Mulliken charge in e.
CARTESIAN COORDINATES (ANGSTROEM)
O 1.470 -1.229 -3.022  -0.4157
O 1.011 0.423 -1.634  -0.7449
O -2.633 1.409 1.789  -0.4252
N -0.464 1.483 0.304  -0.2002
C -0.403 0.671 1.572  -0.3688
C -1.746 0.770 2.267  0.1168
C 1.112 -0.776 -1.836  0.8914
C 0.860 -1.861 -0.829  -1.0014
H -0.319 2.465 0.532  0.3677
H -1.403 1.368 -0.087  0.3775
H 1.459 -1.686 0.061  0.3126
H -1.845 0.227 3.221  0.3755
H -0.242 -0.369 1.291  0.1067
H 1.569 -0.459 -3.611  0.3715
H 0.256 1.132 -0.381  0.2553
H 1.110 -2.806 -1.283  0.3156
H -0.190 -1.826 -0.541  0.2791
H 0.397 1.064 2.185  0.3864

Summary:
Total charge ... +1



The calculated energies rank the structures as follows, beginning with the most stable: iv, ii, iii, i.



## i
# C3H8N3O

A molecular structure, C3H8N3O (ωB97M-V/def2-TZVPD, OMol25).

Last column: Mulliken charge in e.
CARTESIAN COORDINATES (ANGSTROEM)
O -1.392 1.628 -0.240  -0.2529
N -0.115 -1.710 -0.542  -0.6002
N -0.221 0.932 0.148  0.2920
N -0.791 0.398 -1.990  -0.4737
C 0.361 1.124 1.443  -0.7333
C 0.164 0.138 -0.891  -0.0764
C -1.645 1.236 -1.456  0.1109
H 0.442 -2.315 -1.238  0.3462
H -0.031 0.372 2.150  0.3245
H -2.495 1.785 -1.926  0.3764
H -1.066 -1.911 -0.424  0.2938
H 1.428 0.984 1.332  0.2973
H 0.308 -1.754 0.331  0.3094
H 1.195 -0.035 -0.908  0.4806
H -0.089 2.097 1.728  0.3056

Summary:
Total charge ... +1



## ii
# C3H8N3O

2 unconnected molecules or ions with the total composition C3H8N3O (ωB97M-V/def2-TZVPD, OMol25).

Last column: Mulliken charge in e.
CARTESIAN COORDINATES (ANGSTROEM)
O -0.998 -1.883 2.030  -0.2406
N -0.637 -2.081 0.803  0.0883
N -0.662 1.207 1.612  -0.4539
N 1.016 -2.370 -0.927  -0.1688
C 0.307 -2.035 0.052  0.3703
C 1.487 -2.979 -1.986  -0.0892
C -0.638 1.483 0.206  -0.6955
H -0.825 0.549 -0.343  0.1623
H 0.252 0.859 1.906  0.1919
H -2.038 -1.844 2.092  0.4457
H 0.234 2.048 -0.158  0.2626
H 0.797 -3.300 -2.802  0.2675
H 2.507 -3.215 -2.052  0.2973
H -1.395 2.229 0.017  0.3338
H -1.038 1.977 2.177  0.2283

Summary:
Total charge ... +1



The calculated energies rank the structures as follows, beginning with the most stable: i, ii.



## i
# C3H8N3O

A gas-phase ion, C3H8N3O (charge +1) (ωB97M-V/def2-TZVPD, OMol25).

Last column: Mulliken charge in e.
CARTESIAN COORDINATES (ANGSTROEM)
O 2.165 -0.172 0.524  -0.1669
N -1.787 0.666 0.504  -0.3648
N -0.889 -1.828 -0.196  -0.5935
N -0.260 0.485 0.232  -0.5057
C 2.405 1.012 0.259  0.1579
C 1.384 -1.183 -0.102  -0.2108
C -0.115 -0.868 -0.051  0.4082
H -1.860 -1.522 -0.198  0.2004
H -2.156 -0.347 0.491  0.2308
H -2.053 1.137 1.433  0.3626
H 1.652 -2.167 0.419  0.2671
H 1.715 -1.169 -1.144  0.2809
H -2.256 1.266 -0.219  0.3593
H 3.047 1.621 0.953  0.2864
H 2.264 1.332 -0.774  0.2879

Summary:
Total charge ... +1



## ii
# C3H8N3O

A gas-phase ion, C3H8N3O (charge +1) (ωB97M-V/def2-TZVPD, OMol25).

Last column: Mulliken charge in e.
CARTESIAN COORDINATES (ANGSTROEM)
O -1.560 2.080 1.392  -0.4273
N -1.463 -0.816 0.800  -0.1795
N 0.616 0.042 -0.455  -0.3283
N 0.242 1.565 2.650  -0.3673
C 0.468 -0.747 -1.617  -0.8332
C -0.637 0.163 0.877  0.4509
C -0.636 1.392 1.675  0.3898
H 1.421 -0.771 -2.074  0.3497
H -0.307 -0.447 -2.371  0.3184
H -2.182 -0.942 1.513  0.2935
H 0.719 1.030 -0.560  0.2841
H 0.460 2.530 2.930  0.2789
H -1.298 -1.597 0.228  0.2100
H 0.851 0.745 2.882  0.2595
H 0.276 -1.874 -1.387  0.3009

Summary:
Total charge ... +1
SMILES ... CNC(=[NH2+])C(N)=O



## iii
# C3H8N3O

2 unconnected molecules or ions with the total composition C3H8N3O (ωB97M-V/def2-TZVPD, OMol25).

Last column: Mulliken charge in e.
CARTESIAN COORDINATES (ANGSTROEM)
O -0.698 0.079 -1.084  -0.3093
N -0.607 -0.596 2.778  0.0303
N -0.623 -1.362 1.894  -0.1382
N 1.354 0.086 -0.020  -0.1115
C -2.095 -0.257 -0.874  -0.5188
C 0.122 -0.222 -0.136  0.4539
C 2.100 0.814 -1.033  -0.7805
H 3.000 0.110 -1.206  0.3028
H -2.506 0.650 -0.276  0.2729
H -2.189 -1.183 -0.137  0.2911
H 1.445 0.883 -1.958  0.2863
H 1.800 0.014 0.920  0.2943
H -0.823 -0.535 3.789  0.3386
H -2.527 -0.292 -1.877  0.2509
H 2.246 1.811 -0.780  0.3371

Summary:
Total charge ... +1



## iv
# C3H8N3O

A molecular structure, C3H8N3O (ωB97M-V/def2-TZVPD, OMol25).

Last column: Mulliken charge in e.
CARTESIAN COORDINATES (ANGSTROEM)
O -0.855 -0.493 -0.538  -0.4267
N 0.042 -0.151 0.464  0.4314
N 0.692 1.058 0.208  -0.4036
N 2.293 -0.423 -0.133  -0.3615
C -2.480 0.215 -0.232  -0.4195
C 1.962 0.772 -0.303  -0.0476
C 1.138 -1.191 0.228  -0.3902
H 2.701 1.387 -0.757  0.4444
H -0.241 -0.059 1.452  0.4342
H 0.270 1.865 -0.186  0.2656
H -2.172 1.299 -0.330  0.2828
H 0.926 -1.925 -0.520  0.2932
H -2.984 -0.220 -1.229  0.2643
H 1.386 -1.711 1.198  0.3113
H -2.678 -0.424 0.678  0.3218

Summary:
Total charge ... +1



The calculated energies rank the structures as follows, beginning with the most stable: ii, i, iii, iv.



## i
# C3H8N3O

2 unconnected molecules or ions with the total composition C3H8N3O (ωB97M-V/def2-TZVPD, OMol25).

Last column: Mulliken charge in e.
CARTESIAN COORDINATES (ANGSTROEM)
O 0.093 -0.972 0.806  -0.5475
N -0.265 1.147 -3.245  -0.4168
N -0.041 0.416 -1.150  0.0523
N 1.172 0.576 -1.707  -0.0050
C -0.590 -0.373 1.929  -0.6774
C -0.881 0.846 -2.118  -0.1950
C 1.013 0.985 -2.988  0.0268
H -1.863 0.870 -1.911  0.4798
H 0.011 -1.904 0.813  0.3211
H 1.960 0.430 -1.235  0.0949
H -0.991 -1.088 2.573  0.3702
H 0.005 0.470 2.368  0.2497
H -1.468 0.254 1.491  0.2395
H -0.132 -0.007 -0.188  0.5780
H 1.710 1.154 -3.776  0.4294

Summary:
Total charge ... +1



## ii
# C3H8N3O

A gas-phase ion, C3H8N3O (charge +1) (ωB97M-V/def2-TZVPD, OMol25).

Last column: Mulliken charge in e.
CARTESIAN COORDINATES (ANGSTROEM)
O -0.141 -1.360 0.013  -0.2376
N 2.067 0.332 -0.929  -0.5411
N -2.157 -0.934 -0.629  -0.2860
N 1.153 -1.043 0.688  -0.2695
C -1.067 -0.410 -0.116  0.9058
C -0.858 1.011 0.314  -1.0724
C 2.200 -0.385 0.063  -0.0347
H -2.193 -1.814 -0.973  0.2130
H 3.025 -0.527 0.652  0.4628
H -0.403 0.883 1.258  0.3887
H -0.188 1.555 -0.313  0.3348
H -3.046 -0.516 -0.849  0.2398
H 2.991 0.681 -1.235  0.2660
H 1.440 -1.786 1.242  0.2658
H -1.849 1.449 0.489  0.3646

Summary:
Total charge ... +1
SMILES ... [H]/N=C/NOC(C)=[NH2+]



The calculated energies rank the structures as follows, beginning with the most stable: i, ii.